C3H8N3O | ωB97M-V/def2-TZVPD

Last column: Löwdin charge in e.
Element x y z (Å)
1 O -2.203 0.525 0.239  0.0936
2 N -0.198 1.796 0.041  0.2161
3 N -1.449 -1.713 0.009  0.2211
4 N 1.131 -0.117 0.636  -0.0069
5 C 2.119 -0.670 0.152  0.0217
6 C 0.193 0.411 -0.232  -0.2591
7 C -1.439 -0.370 0.081  -0.3472
8 H 2.846 -1.216 0.788  0.1156
9 H -0.591 -2.126 -0.271  0.1048
10 H 0.378 1.976 0.825  0.1439
11 H 2.307 -0.498 -0.854  0.0681
12 H 0.463 0.187 -1.255  0.1376
13 H -1.227 1.696 0.436  0.1541
14 H -2.314 -2.227 0.204  0.1538
15 H -0.017 2.346 -0.800  0.1827

Summary:
HOMO-LUMO gap: 10.844 eV
LUMO energy: -3.366 eV
Total charge: +1
Energy above the lowest of the compared OMol25 structures with the same formula, charge and spin: 1.955 eV